258
Properties=species:S:1:pos:R:3:forces:R:3 method="wB97M-V/def2-TZVPD" charge=+4 gap_ev=6.251 lumo_ha=-0.294
H 12.873664 18.846544 21.623557 0.4 -0.2 0.2
H 18.194888 22.116283 21.149449 0.3 -0.7 0.5
H 21.973809 22.861030 23.338955 -0.9 0.2 -0.3
C 12.808453 28.445579 28.536635 -0.1 0.1 0.4
C 13.894511 25.068395 27.097148 -0.7 1.9 0.1
H 10.475157 14.048067 25.446939 0.1 -1.2 0.1
C 15.059442 24.988789 18.478046 -3.0 2.4 -2.0
H 12.157991 24.118231 26.054855 1.0 0.1 0.5
H 18.506105 19.719773 20.548095 0.6 0.2 0.3
H 20.562049 19.887186 18.714513 0.9 0.3 0.0
O 11.801847 15.935621 16.490735 -1.0 -0.6 -1.1
H 17.194803 16.199196 12.008638 -0.1 0.0 0.5
H 14.845334 24.374354 16.423727 0.5 0.8 0.0
H 20.334293 22.972885 24.080736 0.0 -0.7 -0.3
N 20.623602 20.814415 21.898940 0.2 -0.4 5.3
C 13.556853 27.568524 27.786990 -1.2 -1.0 0.7
H 10.282639 21.453536 18.633936 0.3 0.2 0.5
H 19.052055 19.991785 26.440602 -0.8 0.1 0.5
C 9.595928 10.324280 16.128881 -1.1 -1.9 0.6
C 15.366600 19.642032 19.595696 -0.2 -0.5 0.6
O 11.922848 20.606006 25.001132 -0.7 0.1 0.2
H 15.794770 18.267450 14.863069 0.5 -0.4 -1.6
C 13.936418 18.789875 21.358808 -1.5 0.5 -1.8
H 11.030072 28.405588 31.214662 0.0 1.2 -0.6
H 8.454082 25.039738 21.978574 -0.6 0.1 -0.2
H 9.349989 19.571781 24.548918 -0.1 -0.8 -0.3
C 9.260547 24.352187 22.144625 0.0 -0.4 0.3
C 9.668554 11.707692 15.589488 0.9 1.1 -2.0
C 15.090328 19.077717 13.002270 -0.2 0.4 0.5
C 11.049755 17.627432 23.740332 0.2 -1.7 -0.1
H 20.727004 17.810787 28.600415 0.2 0.9 0.1
N 11.767360 28.072453 29.330138 1.3 -0.6 -1.3
C 11.090637 28.982653 30.255726 0.8 -1.6 0.4
H 18.473652 23.435257 22.095937 0.1 1.6 0.0
H 8.590679 17.480847 25.986025 0.4 0.0 -0.3
H 19.240720 18.597221 21.731163 -0.1 0.2 0.9
C 16.115008 15.586062 14.356804 0.7 -1.4 -1.4
H 19.537477 25.346613 16.874999 -1.3 0.1 0.9
C 17.728946 27.014953 18.784386 -0.8 -0.6 -1.1
O 13.851293 15.286461 13.183788 -0.7 3.5 0.2
C 15.581652 26.481889 16.452322 -0.2 0.0 -0.4
N 8.952658 22.960009 21.650407 0.5 0.3 2.4
C 17.222229 19.481926 24.303430 0.9 -0.2 0.2
H 8.548774 21.802234 19.966025 -0.4 -0.7 0.1
H 7.953576 22.451761 23.495447 0.6 0.0 0.2
O 16.408802 23.046573 16.683913 0.8 -0.3 0.1
O 12.931876 17.290916 17.759281 -0.8 0.7 2.6
H 13.520219 23.602578 18.128178 -0.9 0.0 -0.3
C 13.635996 18.899739 13.456975 -1.1 -0.7 -1.0
H 13.006368 19.519882 18.792342 0.2 -0.4 0.2
O 16.803157 24.356387 19.612041 3.0 -3.9 5.8
H 7.889529 16.447271 23.464248 -0.2 0.2 0.3
O 16.359380 18.985984 25.307291 -0.1 -0.2 -0.2
C 20.410641 16.837538 28.319859 -0.1 -0.3 -0.6
H 11.534728 24.923049 28.216506 0.2 0.2 0.6
H 11.441850 16.119358 13.036488 -0.3 1.2 0.2
N 19.594309 16.939045 27.042694 1.0 -0.1 1.7
H 14.131465 17.912335 20.746385 -0.1 -0.1 0.1
C 18.772697 22.423157 22.035866 -0.3 -0.6 0.6
N 16.501905 24.952416 18.721839 -1.5 2.4 -5.5
C 16.825864 21.994097 17.205167 -1.1 -1.5 -1.5
N 14.216925 20.013830 20.512572 -0.4 -2.2 -0.6
H 13.863324 21.693303 23.250123 0.4 -0.8 1.6
H 10.021678 21.088316 21.750596 -0.1 0.3 0.0
O 17.078626 21.719138 18.375197 0.7 0.4 0.7
H 14.584749 18.839625 22.171383 1.1 -0.1 1.5
H 8.594599 11.102347 13.890382 0.0 0.6 -0.4
H 22.107710 20.812611 19.344805 -1.1 -0.7 -0.2
C 15.964364 18.054441 13.742026 -1.3 1.7 2.1
H 19.489048 24.728686 18.525333 -0.4 0.4 0.0
C 17.063560 26.142674 16.545019 -0.8 -1.4 0.6
C 18.330766 17.670366 27.273971 -0.7 -0.9 1.1
H 18.447876 22.049734 23.033836 0.1 -0.6 -1.0
H 22.839546 19.355370 21.432070 -0.6 -0.3 -0.6
H 10.300651 11.129323 13.494646 -0.4 0.6 0.7
C 9.915851 23.287442 19.269474 -1.7 -0.7 0.1
C 15.600369 16.666588 13.416805 0.1 -0.8 -0.3
H 9.574298 15.543388 26.961050 -0.2 0.0 0.5
H 13.675792 11.283716 15.594706 -0.3 0.0 -1.1
H 7.812029 23.457134 19.909131 0.7 -0.7 0.6
H 10.953405 17.929519 13.250245 0.5 -0.7 -0.1
H 15.669473 15.646430 15.323074 -0.6 -0.2 0.5
H 15.556255 18.635762 24.882692 0.4 0.3 0.0
H 17.172336 15.758612 14.463207 0.5 0.4 0.1
C 10.180225 10.100891 17.533215 1.9 0.0 -1.8
H 19.199587 21.719320 19.186280 -1.2 0.4 0.4
H 18.873302 15.602799 25.551732 0.3 0.1 0.8
O 15.723672 23.399810 22.686904 -0.7 -2.4 -1.1
H 7.870393 18.643441 24.236620 -1.6 -0.6 0.8
C 16.231754 21.863732 25.717763 -1.2 -0.4 -0.5
H 17.715182 26.909875 16.197389 0.3 0.9 -0.3
N 9.624769 17.427649 24.093416 -1.0 1.6 1.6
H 9.448112 12.747786 13.582351 -0.2 -1.4 0.6
H 6.934767 22.995744 22.206685 -0.7 0.5 -0.3
O 18.327634 19.896462 24.729871 -0.3 -0.2 0.5
C 20.223202 21.948733 19.343498 3.1 -1.4 0.5
H 8.878982 13.747560 15.805915 0.0 0.4 -0.3
H 12.091672 20.172816 20.187672 1.0 0.2 -0.6
H 16.176096 19.269655 20.237901 -0.2 -0.1 -0.3
H 18.792932 14.931989 27.220469 -0.1 0.7 0.1
C 20.889875 23.068709 23.143469 1.1 0.1 -0.1
H 12.253436 10.090846 18.324162 -0.3 0.4 -0.4
H 15.361825 27.485333 16.893665 -0.1 -0.9 -0.3
C 15.970617 23.982856 26.876902 1.8 -0.6 -1.7
H 14.234913 11.445597 17.131435 -0.4 0.2 0.5
C 13.499054 11.890270 16.452196 -0.1 -0.9 1.9
H 13.749803 12.905607 16.375164 0.5 1.4 -0.7
H 9.457959 23.783594 18.397172 0.1 -0.5 -0.1
H 21.303510 16.247320 28.111680 -0.3 -0.1 0.1
C 20.697388 22.905649 20.483505 -0.4 -0.1 0.7
H 8.496654 17.797986 19.030568 -0.4 0.0 -0.9
H 14.720336 21.883444 20.616433 0.5 0.6 0.5
C 14.303217 23.705196 18.839603 0.7 1.6 0.7
H 10.340063 26.628512 29.707321 1.3 0.0 -0.3
H 20.299224 15.090686 26.449639 1.3 -0.4 -0.3
H 20.631036 22.273846 18.391542 -0.3 0.6 -0.1
H 9.540615 24.339570 23.205685 -0.5 -0.4 -0.2
H 15.659689 15.564450 11.448302 0.2 0.7 0.8
H 15.515489 20.041441 13.311758 -0.5 0.0 -0.3
H 12.209313 16.962044 18.393725 1.3 0.7 -1.9
C 9.523247 17.068511 25.569658 0.2 1.0 -0.3
H 18.480802 27.706471 18.440957 0.5 -0.2 -0.3
H 20.746585 24.119128 22.891236 0.4 0.2 -0.1
O 16.877658 20.816914 16.349828 0.5 0.8 2.0
H 21.244469 17.151547 25.718543 0.2 -0.3 0.2
H 10.025727 9.068222 17.817998 -0.2 -0.1 0.2
H 11.718160 29.834816 30.238817 0.1 1.1 0.8
H 12.978213 19.652255 12.997284 0.3 0.0 0.1
H 16.039707 17.338370 11.372482 -0.1 -1.2 0.7
H 15.675298 25.944643 27.827026 0.4 -0.9 -0.4
H 18.584161 23.947462 17.316098 -0.5 -0.7 -0.5
H 14.947330 18.904570 18.892434 0.5 0.0 0.5
H 9.010539 16.793464 22.166533 0.4 -0.4 1.2
H 12.829994 16.538735 10.873693 0.1 -0.4 0.2
H 18.757956 18.884869 28.974162 0.5 -0.5 1.9
C 11.719016 12.874654 18.043412 2.1 -1.3 1.5
H 17.810825 17.760732 26.359575 -0.3 0.2 -1.2
C 11.747555 10.315800 17.358008 -1.1 0.6 2.0
C 14.526977 21.157119 21.402230 2.0 0.8 -2.3
C 20.314062 22.373205 21.922237 -1.2 -0.9 -2.0
O 8.750599 17.918390 19.935637 0.2 -0.3 0.8
H 13.107166 21.205498 19.144639 0.2 1.0 -0.2
C 8.717222 12.758012 16.191016 0.1 -1.2 0.5
H 19.811295 16.442305 29.124908 -0.2 -0.4 0.0
O 11.493631 13.011213 14.948270 0.7 -0.7 1.1
C 19.372106 15.577983 26.549873 -1.7 -0.7 -1.1
O 13.786516 16.791134 15.811721 0.0 0.6 -1.0
C 13.072018 17.523036 12.847407 0.5 1.2 1.4
H 16.105366 14.551055 13.861555 -0.5 1.5 0.9
H 15.608455 21.115042 25.214647 -0.3 0.1 0.9
C 11.992416 25.892899 28.432060 -1.2 0.1 0.1
H 8.658786 15.123539 25.514627 -0.7 0.2 0.2
H 9.214107 21.311506 26.299370 1.0 0.4 0.1
H 16.751217 22.208235 24.832819 0.8 0.6 0.3
O 9.820796 21.257782 25.541841 0.2 -0.4 -0.2
H 10.499934 24.046550 19.715689 0.7 0.9 0.7
H 16.986770 18.221171 13.485120 0.8 0.0 0.0
C 16.122973 16.412709 12.023256 0.3 0.1 -3.1
C 8.706145 22.834947 20.198741 0.4 2.0 -1.6
H 10.149506 29.150873 29.816992 -1.4 0.6 -0.1
C 10.125319 22.131686 22.076626 1.6 0.3 -1.1
H 15.740516 20.466041 19.019832 0.0 0.7 0.0
H 7.680299 21.428601 22.058261 -0.3 -0.6 0.1
H 14.373907 27.893218 27.208083 0.8 0.6 -0.5
O 10.629718 14.968307 25.320342 1.2 0.8 -0.5
O 16.845465 19.429073 23.140711 -0.9 -0.1 -0.6
C 14.713801 25.332241 16.963513 -0.1 -0.8 1.2
H 17.078999 23.935297 26.792766 -1.0 0.0 0.7
C 15.281158 25.069614 27.287611 -1.0 0.5 0.8
C 12.792533 16.670206 16.541615 0.6 -1.5 1.6
C 11.257215 21.264358 25.823866 0.0 0.1 -0.5
H 12.964639 29.494951 28.526257 0.5 0.7 0.1
H 9.331743 15.431181 23.461635 -0.1 1.4 -0.7
C 19.392304 19.125332 20.814537 0.1 0.0 -0.8
C 11.695643 17.129969 13.459625 0.6 -0.8 -1.5
O 20.632691 20.329810 23.039764 0.3 1.3 -3.7
H 12.012624 18.047146 11.149090 0.9 -0.2 -0.2
O 15.693022 24.992876 24.215158 -0.8 1.1 2.4
H 22.087833 18.480449 20.004021 0.4 -0.3 1.0
H 14.581919 27.181911 18.986794 0.2 -0.2 0.0
H 11.133063 18.053002 22.773668 -0.2 0.4 -0.9
C 13.047171 20.247340 19.594294 -1.5 -0.4 1.4
H 13.967127 23.658670 19.866751 -0.3 0.2 0.1
H 17.889783 26.708690 19.779284 0.2 0.1 1.4
C 9.503024 11.708144 14.027833 -0.1 -0.2 0.0
H 16.725382 21.100306 15.467769 -0.3 0.6 -1.3
O 10.077277 19.224298 21.087158 0.4 0.2 0.5
H 12.245209 9.626084 16.675685 -0.5 0.1 -0.4
H 14.969279 22.938753 18.680041 1.4 -2.1 -0.4
H 10.388962 17.590878 25.974160 -0.2 0.0 0.5
O 16.786524 25.293658 22.310885 0.3 0.5 0.3
H 10.280407 22.181117 23.154491 -0.3 0.1 -0.1
H 8.883081 18.973515 22.928237 0.3 0.4 -0.9
C 13.476713 21.701126 22.274259 0.2 0.4 0.8
C 14.026094 23.061806 25.935037 0.5 -2.8 -1.5
H 13.609205 22.146708 25.362652 0.5 1.7 1.0
O 19.081412 20.031001 27.429645 0.1 -0.3 -0.4
H 13.439584 18.943784 14.550925 0.5 -0.3 -0.7
O 10.777664 22.240057 18.972447 0.0 -0.3 -0.5
C 18.372018 18.938169 28.010742 -1.1 2.5 -2.0
C 21.924337 18.850449 21.041032 0.5 1.4 -1.0
H 15.101441 19.039258 11.886112 0.4 0.0 0.9
H 17.272153 25.270220 15.941640 -0.3 -0.2 -0.5
H 11.510493 18.208426 24.475173 0.4 1.6 0.9
H 8.540305 9.939038 16.104770 0.7 0.7 0.0
H 10.695838 13.035048 18.261873 -1.1 -0.5 0.3
C 13.159312 26.219869 27.768874 0.1 -0.7 -0.4
C 12.080335 11.772954 17.022359 0.3 0.3 -1.7
H 19.437968 18.330118 20.097873 0.2 -0.4 -0.8
O 11.652505 21.987866 26.735936 -0.7 -0.1 0.6
H 17.052353 26.026028 22.899620 -0.3 -0.3 -0.5
C 18.833598 24.923072 17.660309 1.6 0.0 0.8
H 12.613371 21.088585 22.239939 -1.3 -0.3 0.1
O 13.170942 23.049698 22.084293 -2.4 0.1 -1.3
C 12.986443 17.520942 11.303423 -1.2 0.7 0.0
H 13.405370 25.869322 19.311245 0.1 0.6 0.3
C 9.539245 15.633795 25.885007 -0.3 -1.1 0.1
H 13.600900 25.458570 16.894308 1.0 0.6 0.3
H 17.634169 17.166746 27.948570 0.4 -1.2 -0.2
H 15.463493 20.979022 21.957815 -0.4 -0.3 -0.5
H 21.784498 23.142799 20.431255 -0.6 -0.4 -0.1
H 20.168731 23.864927 20.421004 0.2 -0.1 -0.1
H 14.810247 26.041634 20.390309 0.0 0.3 0.0
H 10.113020 9.642273 15.435989 0.0 0.2 0.1
C 21.013489 20.557249 19.470452 -0.5 1.9 -0.4
N 11.157647 12.200722 15.736473 -1.1 0.7 0.7
C 20.385055 17.709451 26.061769 -0.6 0.8 -1.6
H 12.325817 12.656459 18.992588 -1.2 -0.2 -1.1
H 13.968891 23.557513 22.086878 1.3 0.2 0.4
H 16.776780 27.513986 18.650025 -0.1 0.4 0.6
H 12.086262 13.841778 17.815082 0.5 0.9 -1.1
H 13.768764 18.016381 10.716535 -0.1 0.0 0.5
C 15.968537 24.487999 23.153400 1.8 1.5 -1.1
H 15.387822 26.506454 15.390229 -0.2 0.6 -0.4
H 19.688171 17.867518 25.195547 0.9 0.2 0.7
C 13.229305 24.124149 26.335865 0.5 -0.1 0.1
H 9.740826 10.778507 18.248644 0.1 0.1 0.4
O 9.562017 19.750780 18.947403 0.0 -0.1 0.3
H 11.587244 16.679885 23.819781 -0.4 -0.2 -0.3
C 20.784515 19.839844 20.766661 -1.1 0.0 0.7
H 8.748722 12.766442 17.271426 0.3 0.1 0.3
C 7.808578 22.427312 22.427552 -0.4 -0.1 -0.6
C 9.527343 19.055307 19.987007 -0.2 0.1 -0.8
C 17.573116 25.743455 17.927223 0.6 1.2 -0.9
N 15.359026 22.968440 26.203706 -1.0 1.0 0.7
C 14.460351 26.166467 19.361615 0.0 -1.4 -0.2
H 17.255461 19.122086 28.066522 1.0 0.4 0.2
H 10.135799 24.689220 21.654586 0.8 0.4 -0.7
H 21.657767 18.092564 21.727093 -0.3 -0.9 0.5
C 8.871183 18.752388 23.969729 2.2 0.5 -0.3
H 16.815615 21.407596 26.541731 -0.2 0.5 -0.7
H 7.710603 12.389831 15.986668 0.0 0.2 -0.4
H 10.992275 22.614813 21.561416 -0.5 -0.7 0.6
C 11.330595 26.836326 29.221476 -1.5 -1.9 -0.3
N 14.111708 16.484653 13.249251 -0.5 -4.5 -0.3
H 20.694276 18.685540 26.474865 -0.3 -0.7 -0.1
H 11.776588 16.968890 14.506014 0.1 0.1 0.8
C 8.950273 16.476782 23.250521 -0.3 -2.1 -1.9